Entry P
Formula: C3H7ClOS
Source: the OMol25 dataset
Level of theory: wB97M-V/def2-TZVPD

## Properties
- lowest unoccupied orbital energy (eV) = 0.71
- SMILES string = C[C@@H](Cl)[C@H](O)S
- HOMO level (eV) = -9.200
- gap between HOMO and LUMO (eV) = 9.91

```
13
C3H7ClOS wB97M-V/def2-TZVPD
C -1.417 0.902 -0.228
C -0.279 0.047 0.546
Cl -0.948 -1.516 1.097
C 0.833 -0.114 -0.405
O 0.456 -0.826 -1.527
S 2.372 -1.076 0.513
H -1.772 0.079 -0.882
H -2.147 1.313 0.514
H -0.770 1.711 -0.662
H 0.016 0.657 1.386
H 1.447 0.795 -0.797
H 0.087 -1.568 -1.162
H 2.120 -0.404 1.607
```


Entry Q
Formula: C3H7ClOS
Source: the OMol25 dataset
Level of theory: wB97M-V/def2-TZVPD

## Properties
- lowest unoccupied orbital energy (eV) = 0.78
- SMILES string = O[C@@H](CS)CCl
- HOMO level (eV) = -9.089
- gap between HOMO and LUMO (eV) = 9.86

```
13
C3H7ClOS wB97M-V/def2-TZVPD
O -1.093 -1.091 -0.107
C -0.395 0.090 0.067
C 0.957 -0.223 0.687
S 0.710 -0.712 2.421
C -0.258 0.849 -1.213
Cl 0.413 -0.103 -2.518
H -0.807 -1.500 -0.935
H -1.078 0.662 0.764
H 1.415 -0.948 0.056
H 1.574 0.672 0.675
H -0.584 -0.744 2.581
H -1.200 1.300 -1.475
H 0.346 1.749 -1.004
```


Stability check: which of them is least stable? entry P.


Entry P
Formula: C3H7ClOS
Source: the OMol25 dataset
Level of theory: wB97M-V/def2-TZVPD

## Properties
- lowest unoccupied orbital energy (eV) = 0.77
- SMILES string = O[C@@H](CS)CCl
- HOMO level (eV) = -9.159
- gap between HOMO and LUMO (eV) = 9.93

```
13
C3H7ClOS wB97M-V/def2-TZVPD
O -1.168 -1.192 -0.354
C 0.060 -0.533 0.043
C 0.309 0.652 -0.889
S 0.881 0.144 -2.477
C -0.220 -0.061 1.541
Cl -1.460 1.244 1.672
H -1.867 -0.552 -0.126
H 0.850 -1.305 0.079
H -0.689 1.062 -1.032
H 1.036 1.345 -0.345
H 2.080 -0.246 -2.090
H -0.544 -0.903 2.067
H 0.733 0.346 1.911
```


Entry Q
Formula: C3H7ClOS
Source: the OMol25 dataset
Level of theory: wB97M-V/def2-TZVPD

## Properties
- lowest unoccupied orbital energy (eV) = -0.47
- SMILES string = CCC(=S)Cl.O
- HOMO level (eV) = -9.271
- gap between HOMO and LUMO (eV) = 8.80

```
13
C3H7ClOS wB97M-V/def2-TZVPD
C 1.033 -0.610 -0.179
C -0.231 -1.444 0.288
C -1.389 -0.793 -0.384
S -1.614 -0.816 -1.981
Cl -2.587 -0.063 0.752
H 1.858 -1.268 -0.048
H 1.041 0.294 0.383
H 0.769 -0.571 -1.230
H -0.274 -1.245 1.399
H -0.185 -2.469 -0.009
O -1.560 2.363 0.520
H -1.963 3.189 0.925
H -2.129 1.938 -0.076
```


Stability check: which of them is least stable? entry Q.


Entry P
Formula: CH2Br2S
Source: the OMol25 dataset
Level of theory: wB97M-V/def2-TZVPD

## Properties
- lowest unoccupied orbital energy (alpha / beta) (eV) = -0.58 / -2.52
- HOMO level (alpha / beta) (eV) = -10.090 / -8.323
- gap between HOMO and LUMO (alpha / beta) (eV) = 9.51 / 5.81

```
6
CH2Br2S wB97M-V/def2-TZVPD
C 0.948 -1.775 1.058
S -0.236 1.471 0.950
Br -0.102 -2.223 2.497
Br 2.739 -1.405 1.297
H 0.467 -1.408 0.170
H -0.711 1.550 -0.289
```


Entry Q
Formula: CH2Br2S
Source: the OMol25 dataset
Level of theory: wB97M-V/def2-TZVPD

## Properties
- lowest unoccupied orbital energy (alpha / beta) (eV) = -1.69 / -1.88
- HOMO level (alpha / beta) (eV) = -8.918 / -9.024
- gap between HOMO and LUMO (alpha / beta) (eV) = 7.23 / 7.15

```
6
CH2Br2S wB97M-V/def2-TZVPD
C 0.769 0.459 0.522
S -0.004 -1.027 0.432
Br 0.313 1.810 -0.771
Br -2.208 -0.549 -0.819
H 0.797 0.903 1.541
H 0.333 -1.596 -0.904
```


Entry R
Formula: CH2Br2S
Source: the OMol25 dataset
Level of theory: wB97M-V/def2-TZVPD

## Properties
- lowest unoccupied orbital energy (eV) = -0.57
- SMILES string = SC(Br)Br
- HOMO level (eV) = -9.752
- gap between HOMO and LUMO (eV) = 9.18

```
6
CH2Br2S wB97M-V/def2-TZVPD
S 0.032 0.030 1.466
C -0.374 -0.164 -0.252
Br 0.330 -1.727 -1.123
Br 0.406 1.505 -1.366
H 1.307 0.482 1.487
H -1.702 -0.125 -0.212
```


Entry S
Formula: CH2Br2S
Source: the OMol25 dataset
Level of theory: wB97M-V/def2-TZVPD

## Properties
- lowest unoccupied orbital energy (eV) = -2.08
- HOMO level (eV) = -8.416
- gap between HOMO and LUMO (eV) = 6.34

```
6
CH2Br2S wB97M-V/def2-TZVPD
C 0.974 0.237 -0.090
S -1.231 -1.496 0.735
Br 0.180 1.864 0.134
Br -2.535 -0.288 -0.448
H 1.458 -0.210 0.758
H 1.154 -0.107 -1.089
```


Stability check: which of them is least stable? entry P.


Entry P
Formula: C2H8N3O
Source: the OMol25 dataset
Level of theory: wB97M-V/def2-TZVPD

## Properties
- lowest unoccupied orbital energy (alpha / beta) (eV) = -5.85 / -5.82
- charge = +1
- SMILES string = C[C@@H](NN)[NH+]=O
- HOMO level (alpha / beta) (eV) = -14.290 / -14.295
- gap between HOMO and LUMO (alpha / beta) (eV) = 8.44 / 8.47

```
14
C2H8N3O wB97M-V/def2-TZVPD
C -1.749 -0.396 0.194
C -0.363 -0.211 -0.493
N 0.303 1.098 -0.332
N 1.477 0.984 0.302
N 0.615 -1.199 0.092
O 1.828 -0.944 -0.025
H -1.809 -0.563 1.324
H -2.241 -1.218 -0.452
H -2.353 0.529 -0.025
H -0.326 -0.406 -1.636
H 0.454 1.414 -1.326
H 2.289 1.587 0.104
H 1.501 1.096 1.350
H 0.376 -1.773 0.923
```


Entry Q
Formula: C2H8N3O
Source: the OMol25 dataset
Level of theory: wB97M-V/def2-TZVPD

## Properties
- lowest unoccupied orbital energy (eV) = -3.67
- charge = +1
- HOMO level (eV) = -13.682
- gap between HOMO and LUMO (eV) = 10.01

```
14
C2H8N3O wB97M-V/def2-TZVPD
C 0.196 0.006 -0.170
C 1.932 0.921 -0.049
N 0.216 -1.104 0.414
N -0.654 0.783 -0.805
N -0.987 -1.995 0.466
O 1.667 2.238 -0.140
H 2.338 0.535 0.876
H 2.408 0.550 -0.949
H -0.305 1.665 -1.154
H -1.604 0.542 -1.047
H -1.902 -1.518 0.462
H -0.876 -2.510 1.351
H -0.942 -2.675 -0.306
H 1.511 2.638 0.726
```


Stability check: which of them is least stable? entry P.